{"formula": "C24H41CsNO11P3S", "method": "ωB97M-V with the def2-TZVPD basis set", "species": ["Cs", "S", "P", "P", "P", "O", "O", "O", "O", "O", "O", "O", "O", "O", "O", "O", "N", "C", "C", "C", "C", "C", "C", "C", "C", "C", "C", "C", "C", "C", "C", "C", "C", "C", "C", "C", "C", "C", "C", "C", "C", "H", "H", "H", "H", "H", "H", "H", "H", "H", "H", "H", "H", "H", "H", "H", "H", "H", "H", "H", "H", "H", "H", "H", "H", "H", "H", "H", "H", "H", "H", "H", "H", "H", "H", "H", "H", "H", "H", "H", "H", "H"], "coordinates": [[1.834, -0.350, 1.769], [6.986, 7.316, -0.707], [-1.418, -0.365, -0.188], [3.980, -2.621, 1.356], [1.896, -3.010, 3.714], [7.025, 8.108, 0.518], [-0.306, 0.457, 0.394], [6.283, 7.977, -1.803], [3.954, -1.713, 4.631], [4.760, -1.579, 2.110], [4.951, -3.906, 1.096], [3.344, -2.243, 0.063], [0.591, -2.457, 3.155], [2.576, -1.537, 4.261], [8.268, 6.736, -1.091], [2.868, -3.240, 2.328], [3.343, 2.707, 0.506], [-3.762, -0.937, 2.630], [-2.398, -0.963, -2.824], [-2.871, 0.169, 2.078], [3.929, 5.062, 0.706], [5.943, 5.909, -0.305], [-5.245, -0.645, 2.348], [-2.982, 0.269, 0.534], [-3.277, 1.035, -4.080], [0.113, -2.639, -0.456], [-0.688, -5.024, -0.222], [-1.402, -0.134, -2.000], [-1.190, -2.136, 0.192], [0.450, -4.046, 0.038], [-2.334, -3.117, -0.085], [-2.873, 1.767, -2.789], [-4.345, -0.226, 0.030], [4.790, 6.113, 0.440], [6.238, 4.635, -0.760], [-2.590, -0.331, -4.200], [4.209, 3.783, 0.225], [-1.469, 1.368, -2.343], [-5.428, 0.142, 1.042], [5.379, 3.576, -0.499], [-1.973, -4.514, 0.421], [1.380, -4.369, -0.432], [-2.901, 1.331, 0.266], [-3.584, 1.531, -1.988], [0.974, -2.023, -0.194], [0.645, -3.984, 1.111], [-1.019, -2.115, 1.282], [5.608, 2.574, -0.844], [-3.371, -1.029, -2.328], [5.542, -3.949, 1.856], [-5.799, -1.586, 2.293], [-4.362, 0.901, -4.099], [3.397, 1.991, -0.206], [2.380, 2.966, 0.661], [3.028, 5.223, 1.289], [-1.147, 1.959, -1.485], [-5.676, -0.075, 3.175], [-0.389, -0.484, -2.228], [-3.172, 1.121, 2.524], [-6.421, -0.041, 0.625], [7.152, 4.486, -1.320], [-4.353, -1.307, -0.121], [-3.022, 1.646, -4.949], [-3.259, -2.801, 0.401], [-0.763, 1.591, -3.148], [4.399, -1.606, 3.746], [-3.174, -0.990, -4.846], [-2.924, 2.847, -2.940], [0.009, -2.647, -1.548], [-1.829, -4.466, 1.506], [-4.574, 0.229, -0.938], [-2.535, -3.168, -1.161], [-1.608, -0.217, -4.669], [-5.362, 1.216, 1.242], [-3.594, -1.045, 3.702], [-1.836, 0.006, 2.379], [-2.028, -1.985, -2.929], [-0.438, -6.011, 0.175], [-3.473, -1.892, 2.181], [-2.805, -5.197, 0.227], [4.592, 7.113, 0.806], [-0.846, -5.137, -1.303]], "forces_ev_per_a": [[0.666, 1.152, 0.173], [0.046, 0.008, -0.032], [-0.070, -0.085, -0.039], [0.313, -0.342, -0.161], [-0.139, -0.581, 0.343], [-0.012, -0.037, -0.039], [-0.747, 0.178, -0.486], [0.031, -0.019, 0.029], [0.054, -0.088, 0.108], [0.006, -0.051, 0.105], [-0.064, 0.151, 0.080], [-0.011, -0.111, -0.105], [-0.141, -0.098, 0.105], [0.063, 0.047, 0.115], [-0.071, 0.011, 0.013], [0.084, -0.131, -0.003], [0.066, -0.224, -0.143], [-0.026, -0.014, 0.003], [-0.003, -0.057, -0.059], [-0.040, -0.063, 0.060], [-0.016, -0.018, -0.015], [0.042, 0.146, 0.026], [0.042, 0.000, 0.001], [0.126, 0.111, -0.055], [0.012, 0.020, 0.013], [0.073, -0.215, 0.251], [-0.004, 0.047, 0.031], [0.038, -0.090, 0.093], [0.070, 0.169, 0.112], [-0.027, -0.030, -0.056], [-0.093, -0.020, -0.018], [-0.030, 0.012, 0.034], [-0.109, 0.004, -0.080], [0.073, -0.011, -0.043], [-0.007, -0.025, -0.019], [-0.026, -0.008, 0.023], [-0.135, 0.164, 0.079], [-0.093, 0.070, -0.009], [-0.001, -0.032, -0.006], [-0.045, -0.020, 0.029], [-0.007, -0.030, -0.041], [0.006, 0.000, 0.006], [0.002, -0.011, 0.038], [0.120, 0.092, -0.135], [-0.136, 0.061, -0.326], [0.014, -0.005, -0.005], [0.070, -0.048, -0.015], [0.055, 0.015, -0.028], [0.009, -0.030, -0.001], [0.039, -0.068, -0.059], [-0.010, 0.005, 0.011], [-0.008, 0.012, -0.014], [-0.027, -0.069, 0.113], [0.029, 0.146, -0.054], [0.004, 0.011, 0.005], [0.043, 0.019, -0.013], [-0.009, -0.019, 0.012], [-0.015, 0.018, -0.047], [0.019, 0.008, -0.012], [0.000, 0.024, 0.000], [-0.001, -0.008, -0.002], [-0.030, 0.031, -0.035], [-0.016, 0.007, -0.007], [0.089, -0.016, -0.072], [0.006, -0.003, 0.009], [-0.075, -0.009, -0.028], [0.031, -0.003, -0.015], [-0.029, 0.008, 0.026], [0.025, 0.043, -0.013], [-0.010, -0.007, 0.014], [0.007, -0.115, 0.094], [-0.023, -0.007, 0.033], [0.000, -0.010, -0.019], [-0.020, 0.012, -0.010], [0.012, -0.033, -0.005], [0.019, 0.028, 0.010], [-0.018, 0.009, 0.034], [0.005, -0.008, -0.031], [0.001, 0.070, 0.070], [0.004, 0.005, 0.021], [-0.069, -0.020, 0.036], [-0.001, -0.025, -0.004]], "lowdin_charge": [1.360, 0.395, 0.770, 0.037, 0.592, -0.389, -0.579, -0.386, -0.154, -0.374, -0.155, -0.414, -0.654, -0.548, -0.389, -0.497, 0.069, -0.183, -0.191, -0.175, -0.048, -0.281, -0.193, -0.322, -0.195, -0.197, -0.200, -0.333, -0.337, -0.187, -0.194, -0.193, -0.202, -0.072, -0.064, -0.198, -0.334, -0.183, -0.197, -0.040, -0.195, 0.118, 0.118, 0.081, 0.033, 0.092, 0.107, 0.107, 0.098, 0.057, 0.104, 0.103, 0.074, 0.070, 0.100, 0.102, 0.102, 0.123, 0.120, 0.104, 0.105, 0.094, 0.103, 0.076, 0.121, 0.014, 0.105, 0.109, 0.115, 0.122, 0.088, 0.102, 0.115, 0.112, 0.115, 0.101, 0.102, 0.106, 0.095, 0.104, 0.108, 0.109], "e_homo_ev": -3.1, "total_charge": -2, "total_energy_ha": -3264.264967}



{"formula": "C5H10O", "method": "ωB97M-V with the def2-TZVPD basis set", "species": ["O", "C", "C", "C", "C", "C", "H", "H", "H", "H", "H", "H", "H", "H", "H", "H"], "coordinates": [[-0.143, -1.384, 2.355], [-0.044, -0.250, -0.353], [1.027, 0.374, -1.249], [-1.402, -0.323, -1.083], [-0.167, 0.466, 0.960], [0.113, -0.193, 2.224], [1.938, 0.499, -0.667], [0.135, -1.267, 0.004], [1.658, 0.054, 1.255], [-2.172, -0.689, -0.404], [1.252, -0.269, -2.102], [0.438, 0.438, 3.064], [0.647, 1.317, -1.642], [-0.212, 1.555, 1.027], [-1.345, -0.986, -1.947], [-1.722, 0.659, -1.442]], "forces_ev_per_a": [[0.265, -0.058, 0.646], [-1.707, -0.411, 0.177], [-0.309, -0.537, 0.108], [0.015, 0.294, 0.127], [4.813, 0.817, -0.192], [-1.179, -1.638, 0.065], [0.084, 0.269, -0.183], [0.572, -0.138, -0.506], [-2.552, 1.350, -0.032], [-0.044, -0.128, -0.073], [-0.130, -0.057, -0.006], [-0.101, 0.081, 0.045], [0.283, 0.179, 0.095], [-0.096, -0.024, -0.334], [0.036, -0.026, 0.060], [0.051, 0.029, 0.003]], "lowdin_charge": [-0.045, -0.462, -0.079, -0.067, 0.016, -0.431, 0.049, 0.128, 0.265, 0.080, 0.082, 0.108, 0.083, 0.117, 0.079, 0.077], "e_homo_ev": -9.3, "total_energy_ha": -271.602797}



{"formula": "C7H15N2Si", "method": "ωB97M-V with the def2-TZVPD basis set", "species": ["Si", "N", "N", "C", "C", "C", "C", "C", "C", "C", "H", "H", "H", "H", "H", "H", "H", "H", "H", "H", "H", "H", "H", "H", "H"], "coordinates": [[-0.725, 1.089, -0.778], [0.401, -1.782, 1.590], [1.483, -1.034, -0.514], [0.813, 0.013, -0.863], [2.353, -2.960, 0.537], [-2.398, 0.102, -0.840], [1.307, -1.907, 0.549], [-0.784, -1.225, 1.588], [-0.615, 2.140, -2.305], [-0.622, 1.987, 0.897], [2.312, -3.485, 1.429], [0.249, 2.789, -1.977], [-1.276, -0.929, 2.512], [-2.850, 0.571, 0.077], [-0.188, 2.998, 0.678], [-1.513, 2.070, 1.348], [0.118, 1.550, 1.626], [2.427, -1.085, -0.806], [-2.117, -0.869, -0.493], [0.619, -2.468, 2.404], [-2.913, 0.343, -1.668], [-0.235, 1.592, -3.132], [3.312, -2.536, 0.198], [2.253, -3.678, -0.275], [-1.515, 2.628, -2.661]], "forces_ev_per_a": [[-2.498, -0.225, 0.300], [0.062, -2.063, 1.669], [-2.094, 1.811, 1.481], [-0.004, -0.919, 0.113], [-0.066, 0.895, -1.857], [3.181, 1.241, 4.416], [0.397, -1.153, -0.045], [0.101, 2.036, -2.097], [1.592, 0.580, 1.391], [5.187, 0.241, -1.806], [0.735, -0.988, 1.739], [-1.089, 0.246, -0.877], [0.412, -1.082, 0.631], [-0.030, -0.387, -0.896], [-0.569, -0.588, 0.301], [-3.353, 0.315, 1.513], [-0.775, 0.186, -0.742], [1.277, -0.176, -1.083], [-0.566, -0.964, -0.591], [0.272, 1.520, -1.366], [-1.854, 0.063, -2.918], [0.357, -0.757, -0.743], [0.159, 0.014, 1.124], [-0.840, -0.305, -0.116], [0.007, 0.460, 0.458]], "lowdin_charge": [0.520, -0.014, 0.072, 0.142, 0.011, -0.140, -0.243, 0.091, -0.181, -0.161, 0.067, 0.055, 0.056, 0.052, 0.056, -0.020, 0.050, 0.142, -0.022, 0.202, -0.017, 0.018, 0.107, 0.110, 0.047], "e_homo_ev": [-12.2, -12.3], "total_charge": 1, "total_energy_ha": -674.230578}



{"formula": "C34H25ClN5O5RuS2", "method": "ωB97M-V with the def2-TZVPD basis set", "species": ["Ru", "Cl", "S", "S", "O", "O", "O", "O", "O", "N", "N", "N", "N", "N", "C", "C", "C", "C", "C", "C", "C", "C", "C", "C", "C", "C", "C", "C", "C", "C", "C", "C", "C", "C", "C", "C", "C", "C", "C", "C", "C", "C", "C", "C", "C", "C", "C", "C", "H", "H", "H", "H", "H", "H", "H", "H", "H", "H", "H", "H", "H", "H", "H", "H", "H", "H", "H", "H", "H", "H", "H", "H", "H"], "coordinates": [[0.411, -0.116, 0.912], [2.884, 6.393, -5.174], [-0.702, -1.965, 3.277], [4.807, -4.097, -4.158], [1.895, 0.294, 2.496], [-3.446, 2.137, 0.550], [0.118, -2.166, 1.998], [2.197, 1.341, 4.454], [-1.793, 0.619, 0.116], [-0.541, 1.336, 2.313], [5.177, -2.821, -3.188], [2.369, 0.068, -0.440], [0.246, -1.345, -1.150], [3.191, -4.184, -3.894], [0.424, -3.518, -2.985], [-1.695, 1.965, 2.057], [-0.825, -2.092, -1.519], [-0.532, -3.516, 4.197], [-3.246, -1.121, 2.854], [3.448, 0.786, -0.085], [0.858, 3.443, -2.416], [1.570, 2.993, -3.541], [-2.104, 3.030, 2.845], [1.411, -1.689, -1.725], [0.174, 2.558, -1.575], [-0.194, 2.745, 4.183], [0.195, 1.707, 3.343], [-0.775, -3.140, -2.438], [-2.353, -2.171, 2.662], [-3.818, -3.172, 1.046], [1.563, 1.039, 3.459], [3.885, -1.306, -1.778], [-2.629, -3.209, 1.774], [1.568, -2.818, -2.590], [3.999, -2.420, -2.683], [2.088, 5.249, -4.131], [1.355, 5.746, -3.037], [-1.381, 3.427, 3.951], [2.902, -3.167, -3.076], [4.964, -0.582, -1.300], [2.169, 3.880, -4.389], [-4.703, -2.086, 1.164], [0.776, 4.844, -2.200], [4.732, 0.501, -0.477], [-4.413, -1.100, 2.110], [-2.398, 1.523, 0.768], [2.595, -0.915, -1.325], [-5.815, -1.958, 0.145], [-2.996, 3.555, 2.599], [0.207, 1.488, -1.766], [1.313, 6.801, -2.791], [3.195, 1.547, 0.630], [0.462, 2.965, 4.995], [-6.817, -1.927, 0.561], [-1.671, 4.252, 4.588], [0.250, 5.179, -1.341], [5.530, 1.118, -0.124], [-1.929, -4.001, 1.584], [-5.749, -2.790, -0.588], [-1.705, -3.591, -2.733], [-1.742, -1.766, -1.031], [-0.780, -4.404, 3.602], [-4.034, -3.937, 0.307], [0.542, -4.351, -3.671], [2.704, 3.532, -5.258], [-5.705, -1.019, -0.405], [-5.079, -0.257, 2.251], [-1.271, -3.437, 5.021], [-0.434, 2.910, -0.727], [0.481, -3.539, 4.623], [5.968, -0.905, -1.537], [1.666, 1.940, -3.727], [-3.014, -0.318, 3.542]], "forces_ev_per_a": [[-0.892, 0.126, -0.892], [-0.028, -0.175, -0.011], [0.221, -0.876, -0.569], [-0.518, 0.471, 0.854], [0.321, -0.527, -0.706], [0.240, -0.725, -0.585], [-0.004, 0.229, 0.451], [0.674, -0.210, 0.333], [0.222, -0.364, -0.117], [-0.533, 0.118, -0.084], [-1.177, -0.618, -0.564], [1.524, -0.092, -0.485], [-0.494, -1.570, -0.875], [0.628, 0.698, 0.051], [0.722, 0.030, 0.253], [0.737, -0.060, -0.143], [0.479, 1.092, 0.624], [-0.375, 0.298, 0.624], [0.060, -0.565, -0.177], [-1.457, -0.180, 0.558], [-0.606, 0.031, 0.375], [0.080, -0.006, 0.145], [-0.514, -0.006, -0.016], [0.478, -0.982, -0.191], [-0.135, -0.068, 0.399], [-0.082, -0.284, 0.092], [0.169, 0.413, 0.091], [-0.400, 0.567, 0.193], [-0.092, 0.179, -0.008], [0.188, 0.568, 0.277], [-0.644, 0.881, 0.918], [-1.119, 0.876, 0.565], [-0.777, 0.346, -0.160], [-0.410, 0.659, 0.094], [2.022, 0.362, 0.128], [-0.296, 0.454, 0.140], [0.760, -0.100, -0.375], [1.019, -0.672, -0.131], [-1.090, -0.825, -0.401], [0.276, 0.013, 0.130], [0.265, 0.644, -0.284], [0.389, -0.272, -0.250], [0.054, -0.659, -0.083], [0.162, -0.160, -0.361], [-0.442, 0.163, -0.032], [-0.450, 0.791, 0.873], [0.069, -0.623, -0.028], [0.223, -0.180, -0.327], [-0.610, 0.105, -0.398], [-0.093, 0.182, 0.107], [0.040, -0.060, -0.337], [0.344, 0.371, 0.173], [0.308, 0.218, 0.396], [-0.081, -0.169, 0.257], [-0.144, -0.022, -0.094], [-0.459, 0.297, 0.632], [0.377, 0.166, 0.195], [0.302, -0.130, 0.058], [-0.160, 0.521, 0.490], [-0.144, -0.276, 0.021], [0.008, -0.220, -0.206], [0.269, 0.375, -0.046], [0.073, -0.046, 0.095], [-0.181, 0.109, 0.043], [0.124, 0.023, -0.081], [0.131, -0.069, 0.022], [-0.040, -0.019, -0.203], [0.445, -0.045, -0.350], [0.383, -0.189, -0.548], [-0.316, -0.105, -0.272], [0.034, 0.123, -0.164], [-0.087, -0.385, -0.059], [0.031, 0.036, -0.042]], "lowdin_charge": [1.337, 0.646, 0.958, 1.013, -0.152, 0.017, -0.615, 0.041, -0.128, 0.035, -0.198, 0.040, 0.049, -0.208, 0.008, -0.183, -0.077, -0.228, -0.077, -0.095, -0.306, -0.049, -0.002, -0.138, 0.089, 0.012, -0.191, -0.035, -0.406, -0.034, -0.653, -0.081, -0.073, -0.065, -0.321, -0.657, -0.106, -0.028, -0.314, 0.019, -0.112, -0.243, -0.043, -0.020, -0.025, -0.660, -0.137, -0.040, 0.110, 0.040, 0.108, 0.112, 0.110, 0.077, 0.111, 0.105, 0.111, 0.106, 0.082, 0.108, 0.106, 0.058, 0.109, 0.123, 0.103, 0.089, 0.125, 0.069, 0.068, 0.061, 0.123, 0.106, 0.113], "e_homo_ev": [-7.1, -7.9], "multiplicity": 6, "total_energy_ha": -3312.065130}